1.
A structure of composition C3H8N3 in a non-equilibrium geometry, computed with ωB97M-V/def2-TZVPD.

Element x y z (Å)
C: -0.944 0.968 -0.332
C: -2.012 -0.889 0.336
C: -0.642 -0.989 0.527
N: -2.180 0.435 -0.140
N: -0.022 0.159 0.018
N: 2.499 0.197 -0.094
H: -0.601 1.965 -0.715
H: -2.804 -1.488 0.695
H: 2.837 -0.037 0.757
H: -0.126 -1.867 0.876
H: -2.955 0.828 -0.666
H: 1.224 0.129 -0.166
H: 2.790 1.111 -0.449
H: 2.937 -0.520 -0.648

maximum force = 0.0796 hartree/bohr
net charge = +1
ΔE to the lowest compared entry with this formula, charge and spin = 13.8 kcal/mol
HOMO energy = -13.68 eV
lowest unoccupied orbital energy = -3.0 eV
Kohn-Sham gap = 10.72 eV

***

2.
A cluster of 2 separate species, C25H32N5O5S2 in total in a non-equilibrium geometry, computed with ωB97M-V/def2-TZVPD.

Element x y z (Å)
N: 1.127 -4.253 1.016
C: 1.598 -3.152 1.630
N: 1.392 -2.842 2.974
C: 1.597 -1.441 3.324
C: 0.282 -0.847 3.865
C: -0.943 -1.276 2.998
C: -2.143 -0.364 3.375
S: -3.691 -1.333 3.305
C: -4.699 -0.515 2.025
S: -5.547 0.805 2.498
N: -4.733 -1.029 0.731
C: -4.874 0.026 -0.285
C: -4.907 -0.549 -1.745
O: -4.442 -1.879 -1.848
C: -3.291 -2.110 -1.076
C: -3.479 -1.772 0.436
C: 2.086 -0.915 1.930
O: 1.232 -0.018 1.252
C: 1.410 1.281 1.564
O: 1.988 1.698 2.549
C: 0.820 2.232 0.567
C: -0.286 3.000 0.923
C: -0.860 3.893 0.047
C: -0.297 4.027 -1.235
C: 0.784 3.247 -1.611
C: 1.347 2.338 -0.696
N: 2.413 -2.124 1.147
C: 2.249 -1.754 -0.258
C: 3.321 -1.112 -0.861
C: 3.160 -0.689 -2.180
C: 1.942 -0.970 -2.817
C: 0.977 -1.628 -2.085
N: 1.072 -2.018 -0.813
H: 0.279 -4.176 0.463
H: 1.509 -5.183 1.118
H: 0.698 -3.380 3.468
H: 2.458 -1.186 3.961
H: 0.305 0.249 3.885
H: 0.126 -1.268 4.871
H: -0.707 -1.288 1.928
H: -1.200 -2.306 3.283
H: -2.146 0.501 2.700
H: -1.974 -0.018 4.403
H: -5.798 0.598 -0.178
H: -3.985 0.678 -0.221
H: -5.958 -0.579 -2.057
H: -4.343 0.148 -2.386
H: -3.093 -3.188 -1.144
H: -2.387 -1.606 -1.461
H: -3.507 -2.721 0.980
H: -2.593 -1.198 0.749
H: 3.082 -0.468 2.048
H: -0.690 2.887 1.934
H: -1.713 4.476 0.393
H: -0.743 4.758 -1.909
H: 1.173 3.400 -2.616
H: 2.215 1.750 -0.997
H: 4.242 -0.943 -0.306
H: 3.964 -0.149 -2.677
H: 1.816 -0.640 -3.844
H: 0.033 -1.850 -2.596
O: 3.008 2.009 -3.328
C: 3.980 2.886 -3.509
C: 4.107 3.303 -5.107
O: 5.080 4.163 -5.281
H: 5.003 2.563 -3.221
H: 3.879 3.857 -2.973
H: 3.080 3.640 -5.382
H: 4.194 2.327 -5.636

maximum force = 0.0575 hartree/bohr
net charge = -1
HOMO energy = -1.02 eV
lowest unoccupied orbital energy = 0.7 eV
Kohn-Sham gap = 1.77 eV

***

3.
A structure of composition C47H47BiN3OP, computed with ωB97M-V/def2-TZVPD.

Element x y z (Å)
Bi: 0.854 -0.579 -0.259
C: -1.698 -2.905 -1.007
C: -0.939 -3.376 0.193
C: -1.426 -4.454 0.932
C: -0.716 -4.911 2.018
C: 0.502 -4.320 2.333
C: 0.945 -3.267 1.565
N: 0.213 -2.785 0.539
C: 2.272 -2.638 1.785
C: 3.225 -3.229 2.594
C: 4.463 -2.626 2.720
C: 4.719 -1.448 2.046
C: 3.724 -0.888 1.259
N: 2.534 -1.496 1.128
C: 3.915 0.416 0.565
C: 5.084 1.139 0.688
C: 5.194 2.358 0.030
C: 4.132 2.817 -0.713
C: 2.968 2.054 -0.790
C: 1.791 2.577 -1.547
N: 2.882 0.873 -0.168
H: -1.804 -3.724 -1.719
H: -1.216 -2.079 -1.529
H: -2.704 -2.583 -0.732
H: -2.361 -4.912 0.639
H: -1.090 -5.733 2.614
H: 1.071 -4.677 3.177
H: 3.021 -4.156 3.105
H: 5.229 -3.076 3.338
H: 5.683 -0.975 2.142
H: 5.912 0.780 1.279
H: 6.104 2.938 0.109
H: 4.177 3.766 -1.232
H: 2.064 2.828 -2.572
H: 1.412 3.482 -1.068
H: 0.974 1.860 -1.599
C: 1.986 1.623 -5.582
C: 0.980 2.547 -5.339
C: -0.043 2.254 -4.445
C: -0.069 1.025 -3.791
C: 0.954 0.105 -4.035
C: 1.972 0.395 -4.931
P: -1.282 0.585 -2.506
C: -2.529 -0.443 -3.345
C: -2.261 -1.133 -4.524
C: -3.217 -1.980 -5.069
C: -4.444 -2.144 -4.444
C: -4.720 -1.452 -3.271
C: -3.767 -0.610 -2.721
C: -2.162 2.108 -2.077
C: -3.109 2.682 -2.928
C: -3.737 3.865 -2.574
C: -3.430 4.481 -1.365
C: -2.503 3.911 -0.507
C: -1.874 2.724 -0.860
H: 2.777 1.855 -6.283
H: 0.986 3.500 -5.852
H: -0.817 2.987 -4.258
H: 0.942 -0.863 -3.539
H: 2.748 -0.333 -5.127
H: -1.317 -0.998 -5.037
H: -3.006 -2.501 -5.994
H: -5.191 -2.796 -4.878
H: -5.684 -1.560 -2.791
H: -3.997 -0.059 -1.816
H: -3.359 2.198 -3.865
H: -4.469 4.306 -3.237
H: -3.926 5.402 -1.090
H: -2.279 4.381 0.442
H: -1.173 2.265 -0.170
C: 1.481 2.458 2.556
C: 2.015 1.242 3.327
C: 2.466 1.765 4.700
C: 1.017 0.081 3.485
C: 1.101 -0.738 4.611
C: 0.135 -1.691 4.894
C: -0.991 -1.770 4.097
C: -1.125 -1.000 2.942
C: -2.489 -1.058 2.247
C: -2.682 -0.248 0.969
C: -3.565 -0.593 3.243
C: -0.038 -0.184 2.593
O: 0.006 0.380 1.326
H: 2.208 3.269 2.631
H: 0.549 2.810 3.006
H: 1.289 2.271 1.506
H: 2.916 0.872 2.823
H: 1.601 2.081 5.287
H: 3.115 2.631 4.563
H: 3.025 1.039 5.285
H: 1.922 -0.613 5.301
H: 0.226 -2.314 5.775
H: -1.796 -2.440 4.375
H: -2.687 -2.113 2.019
H: -2.466 0.808 1.128
H: -3.726 -0.333 0.661
H: -2.078 -0.590 0.126
H: -3.392 0.449 3.521
H: -3.573 -1.183 4.157
H: -4.554 -0.664 2.789

maximum force = 0.0073 hartree/bohr
net charge = +2
ΔE to the lowest compared entry with this formula, charge and spin = 0.0 kcal/mol
HOMO energy = -12.87 eV
lowest unoccupied orbital energy = -6.4 eV
Kohn-Sham gap = 6.47 eV

***

4.
A structure of composition LiNO7SSr2 in a non-equilibrium geometry, computed with ωB97M-V/def2-TZVPD.

Element x y z (Å)
Sr: -1.234 0.035 2.579
Sr: 2.591 4.596 0.016
Li: -1.580 0.089 -1.280
N: 0.394 1.581 -0.031
O: -0.590 1.770 0.775
O: 0.273 0.722 -0.899
O: 1.461 2.226 0.043
S: -0.263 -2.264 -0.245
O: -0.643 -3.661 -0.141
O: -0.949 -1.646 -1.397
O: -0.646 -1.342 0.895
O: 1.187 -2.106 -0.316

maximum force = 0.0993 hartree/bohr
net charge = +2
HOMO energy = -12.10 eV
lowest unoccupied orbital energy = -9.9 eV
Kohn-Sham gap = 2.21 eV

***

5.
A structure of composition C2F2IO3S in a non-equilibrium geometry, computed with ωB97M-V/def2-TZVPD.

Element x y z (Å)
C: 0.381 1.608 -0.178
C: 0.571 0.306 -0.262
O: -0.652 -1.527 1.499
O: -2.179 -0.851 -0.342
O: -0.456 -2.593 -0.765
F: 1.466 2.433 -0.094
F: -0.676 2.344 -0.212
S: -0.986 -1.496 0.106
I: 2.531 -0.225 0.248

maximum force = 0.0838 hartree/bohr
net charge = -1
ΔE to the lowest compared entry with this formula, charge and spin = 5.2 kcal/mol
HOMO energy = -5.00 eV
lowest unoccupied orbital energy = 3.0 eV
Kohn-Sham gap = 7.97 eV

***

6.
A structure of composition C40H42BF3N8O2Ti in a non-equilibrium geometry, computed with ωB97M-V/def2-TZVPD.

Element x y z (Å)
Ti: -0.456 0.348 0.572
C: -0.463 -0.269 5.505
C: -1.223 -0.404 4.179
C: -1.509 0.955 3.542
C: -0.475 -1.313 3.255
C: -0.052 -2.606 3.575
C: 0.562 -3.077 2.439
N: 0.498 -2.138 1.482
N: -0.115 -1.030 1.990
B: 1.187 -2.296 0.127
N: 2.011 -1.030 -0.127
C: 3.322 -1.117 -0.389
C: 3.866 0.138 -0.344
C: 2.803 0.997 -0.044
N: 1.656 0.281 0.079
C: 3.037 2.468 0.124
C: 3.716 3.004 -1.143
C: 3.892 2.698 1.378
N: 0.323 -2.508 -1.170
C: 0.839 -3.097 -2.257
C: 0.212 -2.616 -3.388
C: -0.726 -1.685 -2.952
N: -0.646 -1.666 -1.603
C: -1.588 -0.772 -3.762
C: -1.649 0.635 -3.141
C: -1.088 -0.713 -5.208
H: -1.054 0.310 6.209
H: -0.282 -1.242 5.951
H: 0.493 0.226 5.354
H: -2.184 -0.893 4.395
H: -0.584 1.401 3.125
H: -2.280 0.836 2.770
H: -1.897 1.635 4.298
H: -0.180 -3.121 4.504
H: 1.041 -4.020 2.277
H: 1.916 -3.220 0.188
H: 3.782 -2.066 -0.577
H: 4.893 0.399 -0.491
H: 2.110 3.016 0.276
H: 4.694 2.556 -1.283
H: 3.114 2.784 -2.023
H: 3.854 4.078 -1.071
H: 4.798 2.103 1.358
H: 4.176 3.745 1.437
H: 3.328 2.438 2.272
H: 1.630 -3.816 -2.189
H: 0.433 -2.883 -4.400
H: -2.603 -1.185 -3.781
H: -0.702 0.900 -2.649
H: -1.828 1.360 -3.930
H: -2.467 0.722 -2.428
H: -0.044 -0.416 -5.245
H: -1.210 -1.673 -5.699
H: -1.667 0.020 -5.763
O: 0.526 7.599 -0.032
C: -0.731 7.160 -0.105
O: -1.647 7.923 -0.196
C: -0.971 5.669 -0.051
C: 0.015 4.686 -0.112
C: -0.335 3.352 -0.018
C: -1.661 2.944 0.170
C: -2.656 3.933 0.146
C: -2.302 5.263 0.050
N: -1.861 1.570 0.325
C: -3.181 1.165 0.446
C: -2.919 -1.096 -0.601
C: -3.598 -1.931 -1.603
C: -3.363 -3.251 -1.670
C: -2.587 -3.900 -0.651
C: -2.052 -3.193 0.356
N: -2.077 -1.794 0.394
H: 1.201 6.922 0.088
H: 1.055 4.951 -0.243
H: 0.399 2.541 -0.125
H: -3.706 3.692 0.192
H: -3.061 6.031 0.059
H: -3.873 1.873 0.899
H: -4.319 -1.442 -2.238
H: -3.850 -3.866 -2.407
H: -2.552 -4.975 -0.631
H: -1.624 -3.660 1.233
F: -9.830 -1.719 -0.418
C: -9.408 -0.753 0.413
F: -9.762 -1.130 1.647
F: -10.104 0.348 0.125
C: -7.918 -0.539 0.291
C: -7.051 -1.496 0.803
C: -5.688 -1.323 0.667
C: -5.176 -0.183 0.049
C: -6.058 0.769 -0.460
C: -7.426 0.588 -0.352
C: -3.715 0.022 -0.032
C: -1.403 -0.972 -0.619
H: -7.441 -2.358 1.321
H: -5.016 -2.064 1.069
H: -5.683 1.647 -0.966
H: -8.114 1.313 -0.758

maximum force = 0.0321 hartree/bohr
net charge = +2
ΔE to the lowest compared entry with this formula, charge and spin = 76.7 kcal/mol
HOMO energy = -13.60 eV
lowest unoccupied orbital energy = -7.0 eV
Kohn-Sham gap = 6.58 eV

***

7.
A structure of composition C10H7BaN3O6 in a non-equilibrium geometry, computed with ωB97M-V/def2-TZVPD.

Element x y z (Å)
O: -4.445 -2.986 -0.303
C: -3.346 -2.693 -0.414
Ba: -0.415 -1.598 -0.926
O: -0.184 -5.728 -2.071
C: -0.253 -4.616 -1.814
C: 2.474 -2.457 -1.264
O: 3.549 -2.821 -1.405
C: 0.200 -3.365 1.371
O: 0.416 -4.097 2.224
C: -0.470 -1.440 -4.072
O: -0.653 -1.140 -5.160
C: -1.039 3.540 -0.767
N: -0.334 2.650 0.162
C: 0.249 3.156 1.281
C: 0.901 2.329 2.143
C: 0.944 0.955 1.828
N: 0.360 0.451 0.723
C: -0.268 1.320 -0.117
O: -0.812 0.867 -1.182
N: 1.542 0.037 2.610
H: -1.434 2.936 -1.584
H: -0.346 4.295 -1.155
H: -1.858 4.047 -0.243
H: 0.147 4.229 1.398
H: 1.371 2.713 3.041
H: 2.058 0.332 3.425
H: 1.645 -0.918 2.272

maximum force = 0.0773 hartree/bohr
net charge = +2
ΔE to the lowest compared entry with this formula, charge and spin = 0.0 kcal/mol
HOMO energy = -15.75 eV
lowest unoccupied orbital energy = -7.0 eV
Kohn-Sham gap = 8.71 eV

***

8.
A cluster of 2 separate species, C3H4FNO2 in total in a non-equilibrium geometry, computed with ωB97M-V/def2-TZVPD.

Element x y z (Å)
C: -0.768 0.687 0.191
C: 0.545 0.474 -0.305
C: -1.790 -0.299 -0.015
N: 3.722 -0.740 -0.242
O: 1.573 1.188 -0.164
O: 3.165 -0.084 0.574
F: 0.827 -0.774 -0.757
H: -1.128 1.627 0.591
H: -2.810 -0.067 0.012
H: -1.511 -1.015 -0.747
H: -1.825 -0.996 0.862

maximum force = 0.0997 hartree/bohr
ΔE to the lowest compared entry with this formula, charge and spin = 105.3 kcal/mol
HOMO energy (spin up / spin down) = -9.54 / -8.18 eV
lowest unoccupied orbital energy (spin up / spin down) = 0.7 / -1.8 eV
Kohn-Sham gap (spin up / spin down) = 10.27 / 6.43 eV